1.
Molecular formula: C31H57KN8O4SSb2
Method: DFT, ωB97M-V with the def2-TZVPD basis set

Last column: Löwdin charge in e.
CARTESIAN COORDINATES (ANGSTROEM)
K: -0.422 0.540 -0.267  0.48
N: 4.039 -0.913 3.732  0.24
C: 2.612 -0.484 3.386  -0.24
C: 2.204 0.714 4.268  -0.08
C: 1.443 1.790 3.485  -0.36
N: 0.154 1.246 2.995  0.07
C: 2.291 2.299 2.321  -0.10
C: 2.985 1.197 1.494  -0.36
N: 2.645 1.366 0.072  0.05
C: 2.530 -0.203 1.897  -0.13
H: 4.145 -1.101 4.730  0.18
H: 4.705 -0.182 3.482  0.17
H: 4.295 -1.762 3.224  0.16
H: 2.023 -1.366 3.622  0.13
H: 3.096 1.198 4.685  0.13
H: 1.618 0.367 5.121  0.13
H: 1.288 2.624 4.171  0.14
H: -0.360 1.982 2.514  0.05
H: -0.426 0.959 3.778  0.09
H: 3.040 2.988 2.719  0.13
H: 1.653 2.890 1.660  0.08
H: 4.069 1.282 1.655  0.14
H: 3.169 0.707 -0.498  0.09
H: 2.904 2.293 -0.251  0.09
H: 3.042 -0.982 1.320  0.12
H: 1.477 -0.270 1.666  0.07
C: -0.049 2.624 -4.974  -0.32
Sb: -0.847 1.456 -3.378  1.30
C: -0.105 -0.413 -4.141  -0.32
C: -2.878 1.321 -4.112  -0.31
C: -3.616 0.122 -3.566  -0.27
C: -3.312 -1.134 -4.118  -0.07
C: -3.923 -2.298 -3.691  -0.08
C: -4.894 -2.226 -2.694  -0.07
C: -5.220 -0.995 -2.158  -0.08
C: -4.596 0.195 -2.565  -0.28
C: -5.068 1.480 -1.931  -0.33
Sb: -4.756 1.657 0.227  1.34
C: -3.032 2.936 0.035  -0.38
C: -3.519 -0.100 0.426  -0.39
H: -0.379 2.191 -5.918  0.01
H: 1.040 2.604 -4.928  0.01
H: -0.386 3.659 -4.911  0.01
H: -0.280 -0.481 -5.215  0.02
H: -0.585 -1.262 -3.653  -0.02
H: 0.970 -0.464 -3.957  0.01
H: -2.792 1.261 -5.197  0.07
H: -3.357 2.268 -3.871  0.05
H: -2.586 -1.184 -4.923  0.10
H: -3.670 -3.247 -4.147  0.11
H: -5.405 -3.120 -2.359  0.11
H: -5.997 -0.938 -1.401  0.12
H: -6.146 1.570 -2.067  0.06
H: -4.617 2.371 -2.363  0.04
H: -3.336 3.941 -0.263  0.01
H: -2.362 2.541 -0.732  -0.06
H: -2.497 3.017 0.983  -0.02
H: -4.131 -0.996 0.522  0.01
H: -2.885 -0.014 1.315  -0.01
H: -2.920 -0.206 -0.482  -0.04
C: -0.713 7.387 2.579  -0.01
C: -0.386 6.324 1.583  -0.30
C: 0.020 6.388 0.275  0.02
C: 0.164 5.047 -0.146  -0.35
N: -0.131 4.201 0.830  0.05
N: -0.452 5.005 1.877  0.02
C: 0.563 4.553 -1.501  -0.04
H: -0.668 8.365 2.107  0.09
H: -0.007 7.384 3.411  0.08
H: -1.717 7.259 2.985  0.09
H: 0.189 7.281 -0.308  0.12
H: -0.764 4.606 2.745  0.15
H: 1.312 5.206 -1.949  0.09
H: -0.298 4.528 -2.173  0.07
H: 0.966 3.542 -1.444  0.03
C: 5.408 -4.032 0.414  -0.10
C: 4.283 -5.049 0.243  -0.29
S: 2.753 -4.359 0.801  0.65
O: 2.855 -4.093 2.227  -0.34
O: 2.380 -3.269 -0.074  -0.30
C: 1.618 -5.707 0.563  -0.20
C: 0.223 -5.409 1.100  -0.11
N: -0.415 -4.268 0.433  0.05
C: -0.429 -3.015 0.930  -0.34
N: -0.872 -2.136 0.048  0.06
C: -1.238 -2.857 -1.059  -0.02
C: -0.928 -4.158 -0.848  -0.13
N: -1.097 -5.258 -1.756  -0.32
O: -1.615 -5.011 -2.820  0.12
O: -0.760 -6.368 -1.368  0.09
C: -0.021 -2.669 2.324  0.01
H: 6.334 -4.462 0.037  0.09
H: 5.552 -3.782 1.464  0.07
H: 5.203 -3.122 -0.149  0.08
H: 4.444 -5.954 0.832  0.12
H: 4.124 -5.320 -0.804  0.12
H: 2.040 -6.559 1.102  0.13
H: 1.595 -5.930 -0.504  0.11
H: 0.277 -5.171 2.159  0.12
H: -0.396 -6.288 0.974  0.13
H: -1.677 -2.428 -1.951  0.11
H: -0.632 -3.207 3.053  0.11
H: -0.198 -1.603 2.466  0.07
H: 1.027 -2.909 2.514  0.04

gap between HOMO and LUMO: 6.9612 eV
net charge: +2



2.
Molecular formula: C31H57N4O2P2Sr
Method: DFT, ωB97M-V with the def2-TZVPD basis set

Last column: Löwdin charge in e.
CARTESIAN COORDINATES (ANGSTROEM)
C: 2.770 -0.329 -1.379  -0.38
C: 2.381 1.271 0.290  -0.35
C: 4.036 0.185 -1.659  -0.08
C: 3.725 1.729 0.136  -0.05
C: 4.548 1.187 -0.832  -0.08
H: 4.592 -0.230 -2.497  0.10
H: 4.075 2.527 0.791  0.11
H: 5.572 1.529 -0.969  0.11
N: 1.991 0.132 -0.389  -0.02
P: 1.003 -2.549 -1.504  1.07
P: -0.065 2.200 1.844  0.99
C: 2.220 -1.424 -2.307  -0.28
H: 1.745 -0.931 -3.171  0.08
H: 3.063 -1.991 -2.724  0.07
C: 1.532 2.034 1.161  -0.35
H: 2.182 2.619 1.843  0.05
C: -0.254 4.112 1.576  -0.65
C: 0.002 1.695 3.737  -0.69
C: -0.375 -2.893 -2.812  -0.68
C: 2.159 -3.999 -1.081  -0.70
C: -1.730 4.281 1.191  -0.11
H: -2.401 3.992 2.013  0.08
H: -1.927 5.334 0.940  0.09
H: -1.973 3.661 0.318  0.03
C: 0.087 4.971 2.798  -0.10
H: -0.527 4.744 3.679  0.06
H: 1.150 4.903 3.065  0.08
H: -0.108 6.022 2.528  0.09
C: 0.652 4.552 0.422  -0.11
H: 0.378 5.572 0.117  0.09
H: 1.711 4.558 0.705  0.08
H: 0.532 3.889 -0.441  0.03
C: -1.341 2.105 4.364  -0.10
H: -2.181 1.585 3.881  0.07
H: -1.338 1.829 5.429  0.09
H: -1.534 3.184 4.301  0.06
C: 0.159 0.164 3.822  -0.16
H: -0.730 -0.379 3.452  0.04
H: 1.076 -0.193 3.322  0.06
H: 0.261 -0.118 4.881  0.10
C: 1.182 2.348 4.458  -0.10
H: 1.128 3.442 4.469  0.06
H: 1.165 2.012 5.508  0.09
H: 2.147 2.045 4.029  0.08
C: 1.336 -5.092 -0.372  -0.09
H: 2.002 -5.946 -0.175  0.10
H: 0.941 -4.743 0.593  0.04
H: 0.498 -5.453 -0.984  0.07
C: 3.233 -3.467 -0.112  -0.08
H: 3.831 -2.664 -0.559  0.08
H: 2.793 -3.105 0.829  0.04
H: 3.914 -4.296 0.133  0.10
C: 2.846 -4.585 -2.322  -0.09
H: 3.548 -5.362 -1.980  0.09
H: 2.139 -5.062 -3.009  0.06
H: 3.430 -3.843 -2.880  0.08
C: -0.393 -1.808 -3.899  -0.10
H: 0.484 -1.871 -4.557  0.09
H: -1.283 -1.962 -4.530  0.10
H: -0.457 -0.794 -3.478  0.05
C: -1.713 -2.857 -2.033  -0.12
H: -1.942 -1.851 -1.638  0.06
H: -2.531 -3.126 -2.719  0.09
H: -1.732 -3.572 -1.194  0.08
C: -0.211 -4.253 -3.495  -0.10
H: 0.687 -4.285 -4.124  0.08
H: -0.200 -5.092 -2.789  0.07
H: -1.075 -4.401 -4.162  0.09
Sr: -0.139 -0.898 0.866  1.19
C: 0.955 -3.015 2.450  0.01
O: 1.197 -3.861 3.197  0.10
N: -0.801 1.065 -0.463  0.00
C: -0.746 2.085 -1.069  -0.11
C: -1.364 2.784 -2.341  -0.56
C: -0.766 4.163 -2.570  -0.06
C: -1.069 1.906 -3.554  -0.05
C: -2.882 2.912 -2.175  -0.04
H: -1.001 4.840 -1.740  0.08
H: 0.320 4.098 -2.700  0.10
H: -1.191 4.602 -3.484  0.10
H: -1.615 0.956 -3.484  0.07
H: -1.395 2.406 -4.479  0.10
H: 0.007 1.703 -3.639  0.10
H: -3.319 3.347 -3.086  0.10
H: -3.339 1.926 -2.018  0.09
H: -3.147 3.562 -1.334  0.08
C: -4.993 -1.544 1.046  -0.04
N: -4.364 -2.442 2.003  0.03
C: -3.042 -2.548 2.195  -0.56
N: -2.630 -3.452 3.127  0.19
O: -2.188 -1.846 1.563  -0.23
H: -4.241 -0.891 0.593  0.09
H: -5.744 -0.934 1.560  0.09
H: -5.496 -2.123 0.262  0.09
H: -4.947 -3.055 2.562  0.15
H: -1.637 -3.601 3.256  0.09
H: -3.310 -4.029 3.607  0.12

gap between HOMO and LUMO: 5.4239 eV
net charge: +1



3.
Molecular formula: C31H58BrN8O3PS
Method: DFT, ωB97M-V with the def2-TZVPD basis set

Last column: Löwdin charge in e.
CARTESIAN COORDINATES (ANGSTROEM)
C: -1.567 -0.123 -0.417  -0.15
C: -1.971 -0.719 -1.763  -0.32
C: -2.552 0.319 -2.698  -0.69
Br: -1.288 1.848 -2.731  0.82
O: -2.707 -0.055 -4.060  -0.37
S: -2.965 -1.663 -4.358  0.88
O: -3.754 -1.602 -5.545  -0.36
O: -1.425 -2.041 -4.888  -0.52
P: -0.820 -3.417 -4.213  0.61
N: -1.860 -4.568 -4.055  -0.27
H: -1.367 -0.949 0.251  0.06
H: -2.386 0.424 0.030  0.08
H: -0.658 0.447 -0.472  0.02
H: -2.669 -1.508 -1.537  0.09
H: -1.065 -1.097 -2.218  0.08
H: -3.479 0.748 -2.352  0.10
H: 0.260 -3.703 -5.062  0.01
H: -0.231 -3.109 -2.967  0.01
H: -1.881 -4.784 -3.063  -0.09
C: -1.769 7.796 -2.061  -0.11
C: -1.414 6.759 -3.122  -0.26
C: -1.920 5.354 -2.780  -0.20
C: -1.329 4.881 -1.521  -0.26
N: -0.864 4.587 -0.523  0.18
H: -1.305 7.560 -1.102  0.07
H: -1.418 8.784 -2.360  0.07
H: -2.850 7.853 -1.914  0.08
H: -0.331 6.734 -3.252  0.11
H: -1.845 7.061 -4.078  0.11
H: -1.659 4.651 -3.569  0.08
H: -3.006 5.351 -2.675  0.12
C: -6.260 -3.284 0.082  -0.11
C: -6.385 -3.756 -1.363  -0.25
C: -5.554 -5.009 -1.663  -0.19
C: -4.131 -4.751 -1.429  -0.22
N: -3.023 -4.547 -1.251  0.16
H: -5.234 -2.999 0.322  0.07
H: -6.891 -2.412 0.256  0.07
H: -6.568 -4.066 0.779  0.08
H: -6.080 -2.950 -2.033  0.11
H: -7.432 -3.975 -1.582  0.11
H: -5.686 -5.314 -2.696  0.08
H: -5.865 -5.837 -1.026  0.11
C: 4.070 0.716 0.929  -0.10
C: 3.165 1.941 0.930  -0.26
C: 2.203 1.972 2.124  -0.18
C: 1.318 0.801 2.111  -0.23
N: 0.648 -0.122 2.095  0.16
H: 3.491 -0.207 0.850  0.07
H: 4.757 0.742 0.084  0.07
H: 4.666 0.668 1.844  0.05
H: 2.595 1.966 -0.001  0.11
H: 3.775 2.837 0.951  0.06
H: 1.589 2.868 2.094  0.08
H: 2.758 1.977 3.063  0.12
C: -3.339 4.042 3.499  -0.11
C: -2.617 5.230 2.873  -0.26
C: -1.252 4.856 2.286  -0.22
C: -0.362 4.330 3.329  -0.24
N: 0.331 3.911 4.132  0.16
H: -2.778 3.632 4.340  0.07
H: -4.317 4.345 3.876  0.07
H: -3.490 3.246 2.768  0.07
H: -2.490 6.012 3.625  0.11
H: -3.235 5.650 2.077  0.10
H: -0.777 5.726 1.835  0.10
H: -1.360 4.098 1.509  0.07
C: 8.422 3.421 1.066  -0.11
C: 7.900 4.853 1.087  -0.26
C: 6.375 4.924 1.211  -0.18
C: 5.729 4.268 0.064  -0.24
N: 5.226 3.769 -0.826  0.17
H: 8.039 2.871 0.206  0.07
H: 9.511 3.414 0.998  0.07
H: 8.138 2.882 1.972  0.05
H: 8.211 5.370 0.177  0.11
H: 8.349 5.386 1.927  0.11
H: 6.041 5.961 1.241  0.12
H: 6.042 4.435 2.128  0.12
C: -2.962 -9.876 -3.639  -0.11
C: -3.188 -9.335 -2.232  -0.26
C: -4.672 -9.160 -1.892  -0.18
C: -5.305 -8.209 -2.813  -0.23
N: -5.796 -7.471 -3.529  0.17
H: -3.341 -9.189 -4.397  0.07
H: -1.898 -10.013 -3.828  0.07
H: -3.456 -10.841 -3.774  0.08
H: -2.675 -8.378 -2.128  0.11
H: -2.742 -10.018 -1.507  0.11
H: -4.787 -8.785 -0.875  0.11
H: -5.199 -10.113 -1.961  0.12
C: 4.604 -1.492 5.106  -0.10
C: 6.054 -1.962 5.177  -0.26
C: 7.033 -0.828 5.503  -0.18
C: 6.979 0.214 4.473  -0.23
N: 6.936 1.009 3.658  0.16
H: 4.459 -0.762 4.308  0.06
H: 3.941 -2.332 4.902  0.08
H: 4.292 -1.036 6.048  0.08
H: 6.331 -2.420 4.226  0.11
H: 6.146 -2.734 5.943  0.11
H: 8.053 -1.208 5.557  0.12
H: 6.790 -0.377 6.466  0.12

gap between HOMO and LUMO: 9.6773 eV
net charge: 0



Number 1: molar mass 920.534 g mol⁻¹, electronic energy -93403.2714 eV, highest occupied orbital energy -11.9627 eV. Number 2: molar mass 667.391 g mol⁻¹, electronic energy -62536.5247 eV, highest occupied orbital energy -8.1037 eV. Number 3: molar mass 733.803 g mol⁻¹, electronic energy -141315.2385 eV, highest occupied orbital energy -9.0960 eV.